--- i ---
{"formula": "C3H3N3OS", "method": "ωB97M-V/def2-TZVPD", "elements": ["N", "C", "C", "C", "S", "O", "N", "N", "H", "H", "H"], "positions_angstrom": [[-1.821, -0.789, 0.022], [-0.668, -0.090, -0.025], [0.598, -0.597, -0.162], [1.712, 0.300, -0.073], [3.301, -0.127, 0.048], [1.383, 1.632, -0.023], [0.074, 2.110, -0.026], [-0.889, 1.325, 0.019], [-2.690, -0.311, 0.301], [-1.784, -1.807, 0.107], [0.784, -1.647, -0.190]], "smiles": "Nc1cc(=S)onn1", "total_charge": 0, "multiplicity": 1, "homo_energy_ev": -8.646}


--- ii ---
{"formula": "C3H3N3OS", "method": "ωB97M-V/def2-TZVPD", "elements": ["H", "N", "C", "N", "O", "C", "N", "C", "S", "H", "H"], "positions_angstrom": [[1.321, 0.169, -2.026], [1.939, 0.542, -1.353], [1.452, 0.660, -0.216], [0.222, 0.055, 0.061], [-0.622, -0.288, -1.013], [-1.679, -0.748, -0.298], [-1.612, -0.687, 0.955], [-0.412, -0.042, 1.280], [0.098, 0.587, 2.715], [1.958, 0.794, 0.728], [-2.666, -1.042, -0.832]], "smiles": "[H]/N=C\\n1ocnc1=S", "total_charge": 0, "multiplicity": 1, "homo_energy_ev": -9.133}


Least stable structure: ii


--- i ---
{"formula": "C4H31NO15", "method": "ωB97M-V/def2-TZVPD", "elements": ["O", "C", "N", "C", "C", "O", "C", "O", "H", "H", "H", "H", "H", "H", "H", "H", "H", "O", "H", "H", "O", "H", "H", "O", "H", "H", "O", "H", "H", "O", "H", "H", "O", "H", "H", "O", "H", "H", "O", "H", "H", "O", "H", "H", "O", "H", "H", "O", "H", "H", "O"], "positions_angstrom": [[-0.769, -3.182, 2.001], [0.113, -2.735, 1.301], [0.398, -1.391, 1.329], [-0.228, -0.481, 2.288], [-1.041, 0.602, 1.470], [-0.341, 1.026, 0.348], [0.828, 0.170, 3.123], [1.934, 0.475, 2.770], [0.596, -3.219, 0.445], [1.154, -0.982, 0.801], [-0.888, -1.095, 2.898], [-1.190, 1.400, 2.176], [-1.959, 0.146, 1.089], [0.096, 0.291, -0.088], [0.359, 0.558, 4.060], [2.837, -3.352, 1.534], [2.537, -2.020, 2.165], [2.733, -2.935, 2.397], [3.369, 0.871, -1.503], [3.080, 0.803, -0.006], [3.109, 0.263, -0.804], [-1.272, 3.207, -2.112], [-1.069, 3.786, -0.662], [-0.911, 3.930, -1.595], [-1.770, -3.264, -1.026], [-0.819, -2.497, -2.130], [-1.234, -2.488, -1.268], [2.610, -1.822, -0.600], [2.984, -1.738, -2.196], [2.547, -2.185, -1.474], [-0.941, 3.035, 3.079], [-0.860, 4.248, 2.124], [-1.390, 3.841, 2.816], [-2.202, -1.079, -1.554], [-3.371, -0.140, -2.101], [-2.445, -0.368, -2.188], [-2.584, 3.385, 1.230], [-3.351, 2.347, 0.403], [-2.506, 2.802, 0.451], [-3.630, -3.477, 0.479], [-2.350, -4.122, 0.811], [-2.993, -4.084, 0.080], [1.831, 0.142, -3.202], [1.239, -1.269, -3.290], [1.594, -0.553, -3.825], [-0.584, 0.464, -2.530], [-0.158, 0.866, -3.798], [-0.189, 1.263, -2.914], [1.957, 3.561, -1.606], [2.432, 3.635, -0.159], [2.710, 3.362, -1.038]], "total_charge": 0, "multiplicity": 1, "homo_energy_ev": -10.275}


--- ii ---
{"formula": "C4H31NO15", "method": "ωB97M-V/def2-TZVPD", "elements": ["O", "C", "N", "C", "O", "O", "C", "C", "H", "H", "H", "H", "H", "H", "H", "H", "H", "O", "H", "H", "O", "H", "H", "O", "H", "H", "O", "H", "H", "O", "H", "H", "O", "H", "H", "O", "H", "H", "O", "H", "H", "O", "H", "H", "O", "H", "H", "O", "H", "H", "O"], "positions_angstrom": [[1.231, 1.480, -2.174], [0.430, 0.594, -2.258], [0.117, -0.112, -1.045], [-0.830, -1.044, -0.834], [-0.797, -1.416, 0.521], [-1.851, -1.311, -1.408], [-0.117, -0.041, -3.503], [-1.460, 0.521, -3.868], [0.721, 0.080, -0.268], [0.045, -1.684, 0.909], [0.013, -1.126, -3.461], [0.678, 0.189, -4.239], [-1.402, 1.593, -4.128], [-1.863, 0.067, -4.780], [-2.186, 0.598, -3.050], [1.807, 1.624, 0.824], [0.835, 2.222, 1.758], [1.791, 2.050, 1.686], [3.439, -1.282, 2.648], [2.708, -2.439, 2.306], [2.753, -1.516, 2.006], [-4.377, 0.816, -0.897], [-5.329, 0.941, 0.172], [-4.473, 1.314, -0.079], [2.643, -1.534, -4.136], [3.467, -1.817, -2.859], [2.621, -1.511, -3.176], [2.714, 1.426, 3.225], [4.259, 1.254, 2.975], [3.446, 0.791, 3.164], [-3.084, -1.371, 0.967], [-3.916, -0.449, 1.905], [-3.349, -1.225, 1.883], [-0.858, -3.777, -0.500], [-0.737, -4.548, 0.823], [-0.283, -4.346, 0.016], [0.332, 4.155, -1.735], [-0.132, 3.642, -3.071], [-0.029, 4.451, -2.560], [-1.158, 1.238, 1.228], [-1.173, 2.223, 0.132], [-0.549, 1.652, 0.602], [2.838, -1.575, -0.419], [3.786, -0.771, 0.361], [3.693, -1.159, -0.516], [0.421, 0.092, 3.567], [-0.567, 0.407, 4.714], [0.187, 0.791, 4.185], [-2.011, -0.511, 3.539], [-2.332, 0.646, 4.365], [-2.113, -0.291, 4.481]], "total_charge": 0, "multiplicity": 1, "homo_energy_ev": -10.614}


Least stable structure: i


--- i ---
{"formula": "C7H6", "method": "ωB97M-V/def2-TZVPD", "elements": ["C", "C", "C", "C", "C", "C", "C", "H", "H", "H", "H", "H", "H"], "positions_angstrom": [[-2.254, -0.021, 2.138], [-1.461, 0.028, 1.228], [-0.481, -0.035, 0.179], [-0.394, -0.837, -0.921], [0.892, -0.620, -1.598], [1.576, 0.317, -0.901], [0.796, 0.762, 0.240], [-2.878, -0.021, 2.995], [-1.210, -1.540, -1.167], [1.033, -1.095, -2.579], [2.494, 0.813, -1.107], [1.378, 0.432, 1.153], [0.509, 1.819, 0.341]], "smiles": "C#CC1=CC=CC1", "total_charge": 0, "multiplicity": 1, "homo_energy_ev": -8.314}


--- ii ---
{"formula": "C7H6", "method": "ωB97M-V/def2-TZVPD", "elements": ["C", "C", "C", "C", "C", "C", "C", "H", "H", "H", "H", "H", "H"], "positions_angstrom": [[2.632, 0.182, -0.720], [1.553, -0.267, 0.006], [0.286, -0.451, 0.823], [-0.621, -1.251, -0.026], [-1.692, -0.443, -0.567], [-1.186, 1.102, -0.393], [-0.199, 1.060, 0.572], [3.581, 0.297, -1.031], [0.402, -0.823, 1.780], [-0.341, -2.355, 0.014], [-2.730, -0.713, -1.184], [-2.007, 1.873, -0.567], [0.321, 1.790, 1.294]], "smiles": "C#CC1C=CC=C1", "total_charge": 0, "multiplicity": 1, "homo_energy_ev": -8.338}


Least stable structure: ii


--- i ---
{"formula": "C7H6", "method": "ωB97M-V/def2-TZVPD", "elements": ["C", "C", "C", "C", "C", "C", "C", "H", "H", "H", "H", "H", "H"], "positions_angstrom": [[0.532, 1.385, 0.236], [1.440, 0.299, 0.601], [-0.182, 2.275, -0.345], [0.645, -0.837, 0.364], [2.025, -0.806, -0.232], [-0.451, 0.079, -0.170], [-1.882, -0.142, 0.373], [2.265, -0.506, -1.362], [2.637, -1.404, 0.337], [-0.571, -0.057, -1.192], [-1.949, 0.504, 1.302], [-1.950, -1.149, 0.387], [-2.559, 0.359, -0.300]], "total_charge": 0, "multiplicity": 1, "homo_energy_ev": [-9.435, -9.436]}


--- ii ---
{"formula": "C7H6", "method": "ωB97M-V/def2-TZVPD", "elements": ["C", "C", "C", "C", "C", "C", "C", "H", "H", "H", "H", "H", "H"], "positions_angstrom": [[-2.082, 0.301, -0.337], [-2.282, 1.564, -0.211], [0.540, 0.661, -0.062], [1.738, 1.091, -0.390], [-1.382, -1.030, -0.394], [-0.695, 0.990, 0.589], [-0.183, -0.514, 0.387], [2.599, 0.468, -0.647], [1.950, 2.169, -0.477], [-1.804, -1.825, 0.217], [-1.327, -1.406, -1.395], [-0.621, 1.438, 1.576], [0.204, -1.182, 1.098]], "total_charge": 0, "multiplicity": 1, "homo_energy_ev": -9.586}


Least stable structure: i


--- i ---
{"formula": "C7H6", "method": "ωB97M-V/def2-TZVPD", "elements": ["C", "C", "C", "C", "C", "C", "C", "H", "H", "H", "H", "H", "H"], "positions_angstrom": [[-1.052, -0.246, -1.768], [-0.662, 0.040, -0.516], [-0.389, 1.406, 0.059], [0.284, 1.275, 1.236], [0.487, -0.148, 1.500], [-0.134, -0.860, 0.560], [1.028, -1.452, 1.117], [-1.227, -1.118, -2.293], [-1.076, 0.701, -2.413], [-0.723, 2.388, -0.222], [0.671, 2.200, 1.637], [1.909, -1.209, 0.418], [1.044, -2.307, 1.692]], "smiles": "C=C1C=CC2=C1C2", "total_charge": 0, "multiplicity": 1, "homo_energy_ev": -8.455}


--- ii ---
{"formula": "C7H6", "method": "ωB97M-V/def2-TZVPD", "elements": ["C", "C", "C", "C", "C", "C", "C", "H", "H", "H", "H", "H", "H"], "positions_angstrom": [[-1.540, -0.113, -1.130], [-0.311, -0.080, -0.329], [0.876, -0.824, -0.423], [2.224, -0.735, 0.638], [2.560, 0.020, 1.837], [1.364, 0.335, 1.330], [0.008, 0.788, 0.895], [-1.353, -0.566, -2.102], [-1.923, 0.898, -1.266], [-2.296, -0.702, -0.605], [1.048, -1.554, -1.202], [-0.707, 0.681, 1.717], [0.049, 1.853, 0.641]], "smiles": "CC1=CC2=C=C2C1", "total_charge": 0, "multiplicity": 1, "homo_energy_ev": -8.089}


Least stable structure: ii


--- i ---
{"formula": "C5H9NO2", "method": "ωB97M-V/def2-TZVPD", "elements": ["O", "C", "O", "C", "C", "C", "C", "N", "H", "H", "H", "H", "H", "H", "H", "H", "H"], "positions_angstrom": [[-2.350, 1.129, -0.351], [-1.755, 0.150, 0.034], [-2.229, -1.097, -0.159], [-0.456, 0.158, 0.848], [0.482, 1.257, 0.333], [1.566, 0.494, -0.475], [1.050, -0.944, -0.520], [0.332, -1.072, 0.753], [-3.047, -0.970, -0.648], [-0.746, 0.318, 1.877], [0.939, 1.809, 1.157], [-0.059, 1.998, -0.250], [1.716, 0.920, -1.470], [2.545, 0.516, 0.046], [1.848, -1.691, -0.569], [0.429, -1.099, -1.384], [-0.266, -1.874, 0.778]], "smiles": "O=C(O)[C@@H]1CCCN1", "total_charge": 0, "multiplicity": 1, "homo_energy_ev": -9.154}


--- ii ---
{"formula": "C5H9NO2", "method": "ωB97M-V/def2-TZVPD", "elements": ["O", "C", "C", "C", "C", "O", "C", "N", "H", "H", "H", "H", "H", "H", "H", "H", "H"], "positions_angstrom": [[1.570, -1.675, -0.571], [1.864, -0.406, -0.428], [1.002, 0.462, 0.300], [-0.046, -0.453, 1.086], [-1.460, -0.214, 0.285], [-1.831, -1.451, -0.495], [-0.855, 0.876, -0.924], [0.328, 1.522, -0.392], [2.748, 0.073, -0.909], [1.554, 0.947, 1.142], [0.046, -0.348, 2.366], [0.317, -1.534, 0.786], [-2.246, 0.380, 0.751], [-0.868, -2.088, -0.313], [-0.817, 0.047, -1.808], [-1.477, 1.640, -1.190], [0.169, 2.220, 0.314]], "smiles": "O=C[C@@H]1C[C@H](O)CN1", "total_charge": 0, "multiplicity": 1, "homo_energy_ev": -9.080}


Least stable structure: ii


--- i ---
{"formula": "C5H9NO2", "method": "ωB97M-V/def2-TZVPD", "elements": ["C", "C", "O", "C", "C", "N", "C", "O", "H", "H", "H", "H", "H", "H", "H", "H", "H"], "positions_angstrom": [[-1.562, -1.972, 0.426], [-0.551, -1.412, -0.236], [0.862, -1.213, 0.452], [1.202, 0.034, 0.094], [2.423, 0.537, -0.106], [-0.010, 0.689, -0.285], [-0.890, 1.302, 0.702], [-0.217, 1.242, -1.558], [-1.649, -1.907, 1.503], [-2.253, -2.617, -0.103], [-0.402, -1.512, -1.302], [3.298, -0.057, 0.115], [2.545, 1.558, -0.441], [-1.920, 1.036, 0.460], [-0.653, 0.931, 1.699], [-0.777, 2.387, 0.666], [0.554, 0.972, -2.085]], "smiles": "C=COC(=C)N(C)O", "total_charge": 0, "multiplicity": 1, "homo_energy_ev": -8.126}


--- ii ---
{"formula": "C5H9NO2", "method": "ωB97M-V/def2-TZVPD", "elements": ["C", "C", "C", "N", "C", "O", "O", "C", "H", "H", "H", "H", "H", "H", "H", "H", "H"], "positions_angstrom": [[1.804, -0.207, 1.234], [1.660, 0.811, 0.382], [0.862, 0.519, -0.853], [1.075, -0.785, -1.400], [-0.502, 0.803, -0.265], [-1.038, 1.847, -0.325], [-1.090, -0.325, 0.016], [-2.541, -0.457, 0.304], [2.082, -0.129, 2.289], [1.180, -1.107, 1.206], [1.853, 1.853, 0.565], [1.169, 1.279, -1.551], [0.344, -1.401, -0.896], [1.907, -1.180, -1.702], [-3.019, 0.486, 0.354], [-3.065, -0.978, -0.535], [-2.681, -1.028, 1.176]], "smiles": "C=C[C@@H](N)C(=O)OC", "total_charge": 0, "multiplicity": 1, "homo_energy_ev": -8.823}


Least stable structure: i